{
  "formula": "C29H48F10O13S2",
  "method": "ωB97M-V/def2-TZVPD",
  "species": ["C", "C", "C", "O", "C", "C", "F", "C", "C", "C", "C", "S", "O", "O", "O", "C", "C", "C", "C", "C", "C", "C", "F", "F", "C", "F", "F", "S", "F", "F", "F", "F", "F", "H", "H", "H", "H", "H", "H", "H", "H", "H", "H", "H", "H", "H", "H", "H", "H", "H", "H", "H", "H", "H", "H", "H", "H", "H", "H", "H", "H", "H", "H", "C", "C", "C", "O", "C", "O", "O", "H", "H", "H", "H", "H", "H", "C", "C", "C", "O", "C", "O", "O", "H", "H", "H", "H", "H", "H", "C", "C", "C", "O", "C", "O", "O", "H", "H", "H", "H", "H", "H"],
  "coordinates": [[3.53174, -3.08826, 1.27051], [3.79755, -1.60799, 1.57642], [3.59243, -0.75848, 0.31898], [2.23683, -0.74187, -0.11284], [1.47842, 0.27255, 0.49338], [1.68539, 1.65290, -0.12741], [1.03583, 2.62757, 0.63384], [1.28914, 1.77514, -1.60479], [2.53550, 2.10933, -2.45283], [0.00493, -0.10905, 0.63354], [-0.21781, -1.06440, 1.82862], [-0.18282, -0.12623, 3.36955], [1.15651, 0.05983, 3.83334], [-0.95978, -0.88689, 4.30273], [-0.59860, -0.51117, -0.58029], [-0.45833, -1.88173, -0.94106], [-0.14455, -1.88096, -2.45831], [0.48090, -3.19041, -2.94986], [1.88283, -3.43854, -2.34726], [-1.75858, -2.68386, -0.71834], [-3.00875, -2.00681, -1.30258], [-3.96087, -1.40184, -0.24948], [-3.19652, -0.80187, 0.65418], [-4.71182, -0.51704, -0.89516], [-4.81731, -2.50850, 0.39332], [-5.24699, -3.35077, -0.51119], [-4.08724, -3.21878, 1.21078], [-6.34009, -1.92660, 1.35874], [-5.68390, -2.36063, 2.74196], [-6.94492, -3.38892, 1.27553], [-7.06095, -1.51032, 0.03476], [-5.73793, -0.48704, 1.58951], [-7.62564, -1.48303, 2.14403], [3.29502, -3.60871, 2.20004], [4.39743, -3.57736, 0.82410], [2.69498, -3.19021, 0.58013], [4.83604, -1.49270, 1.88647], [3.14412, -1.24759, 2.37347], [3.98385, 0.24733, 0.49587], [4.19117, -1.18999, -0.48591], [1.83403, 0.36597, 1.53211], [2.74709, 1.88179, -0.03778], [0.82125, 0.87019, -1.97091], [0.63263, 2.64103, -1.67303], [2.27845, 1.88800, -3.48942], [3.37978, 1.47070, -2.19347], [2.81871, 3.15587, -2.36445], [-0.48694, 0.83385, 0.90268], [0.59865, -1.78402, 1.87057], [-1.18382, -1.55519, 1.82713], [-0.84888, 1.04636, 3.14795], [0.39332, -2.39180, -0.49230], [-1.02925, -1.67592, -3.06362], [0.59269, -1.09023, -2.58936], [0.63853, -3.05783, -4.02374], [-0.16991, -4.05597, -2.82134], [2.36342, -2.49861, -2.09682], [2.49257, -3.97416, -3.07434], [1.77259, -4.04055, -1.44663], [-1.84600, -2.95470, 0.33185], [-1.61411, -3.62391, -1.25187], [-2.66558, -1.13198, -1.85536], [-3.54456, -2.61470, -2.02402], [0.58839, 6.93375, 2.99979], [1.51328, 7.30638, 1.86581], [0.94491, 7.09116, 0.48530], [2.12902, 6.89447, -0.29835], [3.07333, 6.37774, 0.53489], [4.11051, 5.92426, 0.17563], [2.66501, 6.44751, 1.82862], [1.15063, 6.80012, 3.92352], [-0.16353, 7.70761, 3.15406], [0.07676, 5.99138, 2.79767], [1.86979, 8.33280, 1.99397], [0.37627, 7.94300, 0.11820], [0.33264, 6.18913, 0.41157], [5.13741, -3.06872, -7.38704], [4.06204, -2.73138, -6.38250], [3.24473, -1.50785, -6.71263], [2.81731, -1.07655, -5.41426], [3.76039, -1.49257, -4.52609], [3.81123, -1.14800, -3.39073], [4.63019, -2.35284, -5.11665], [5.87814, -3.73433, -6.94469], [4.70723, -3.55314, -8.26350], [5.66699, -2.17227, -7.71369], [3.42262, -3.60250, -6.21061], [2.38917, -1.72270, -7.34930], [3.83609, -0.70646, -7.16151], [-4.09725, -0.44493, 4.78004], [-4.53143, 0.69495, 5.66620], [-5.75797, 1.43407, 5.19650], [-5.56456, 2.73318, 5.77259], [-4.22172, 2.91605, 5.89970], [-3.70673, 3.95237, 6.16922], [-3.55520, 1.75408, 5.67092], [-3.06025, -0.71429, 4.97909], [-4.72614, -1.32146, 4.93812], [-4.15722, -0.16644, 3.72503], [-4.64734, 0.34684, 6.69666], [-6.68665, 0.98983, 5.54810], [-5.79998, 1.54537, 4.11007]],
  "mulliken_charge": [-1.036, -0.403, -0.629, -0.047, -0.115, -0.293, -0.482, 0.005, -1.406, -0.419, -0.746, 1.135, -0.661, -0.673, -0.481, 1.050, -0.155, -0.729, -0.842, -1.051, -1.491, 0.695, -0.094, -0.325, 0.634, -0.298, -0.273, 1.443, -0.315, -0.327, -0.307, -0.316, -0.311, 0.355, 0.382, 0.049, 0.539, 0.137, 0.366, 0.375, 0.443, 0.565, -0.481, 0.516, 0.389, 0.280, 0.364, 0.785, 0.010, 0.407, 0.168, -0.396, 0.384, -0.112, 0.399, 0.403, -0.127, 0.438, 0.356, 0.738, 0.504, 0.425, 0.549, -1.371, 0.520, -0.406, -0.322, 0.676, -0.541, -0.360, 0.359, 0.377, 0.293, 0.258, 0.310, 0.226, -1.491, 0.524, -0.525, -0.278, 0.596, -0.457, -0.370, 0.369, 0.387, 0.338, 0.254, 0.312, 0.331, -0.976, 0.476, -0.349, -0.354, 0.582, -0.540, -0.331, 0.295, 0.446, -0.010, 0.237, 0.341, 0.222],
  "smiles": "CCCO[C@@H]([C@H](F)CC)[C@H](C[SH](=O)=O)O[C@H](CCC)CCC(F)(F)C(F)(F)S(F)(F)(F)(F)F.C[C@@H]1COC(=O)O1.C[C@@H]1COC(=O)O1.C[C@@H]1COC(=O)O1",
  "e_tot_ha": -3906.9010
}